C3H24N2O7 | ωB97M-V/def2-TZVPD

ORCA input file:
```
! wB97M-V def2-TZVPD RIJCOSX def2/J DEFGRID3
* xyz 0 1
H -3.026 0.910 1.163
H -2.558 2.915 -1.716
H 4.169 -1.219 0.028
O 1.059 -0.430 3.026
H 2.655 -0.460 0.447
H -2.239 1.379 0.125
H -1.889 -2.275 3.412
O -2.427 0.619 0.611
H 2.134 2.904 -0.572
H -1.912 -0.143 -2.916
H 0.939 -1.676 0.876
H -1.041 0.809 -3.501
O -1.259 3.186 0.593
O 1.411 2.414 -0.380
H 1.001 2.909 0.440
H 0.826 0.148 2.443
C 0.586 -1.271 -1.334
H -0.168 -1.918 -1.704
C 1.105 -2.074 -0.025
C 2.564 -2.332 -0.265
H 0.387 0.698 -0.425
H -3.559 1.746 -1.532
H -0.886 -0.003 -0.601
H 2.822 -3.352 0.164
H -0.603 -1.906 2.868
O -1.006 -2.673 3.393
H 1.388 -1.261 -2.067
N 3.230 -1.277 0.491
H 0.592 -3.142 -0.078
H 1.594 -1.097 2.594
H 2.985 -2.537 -1.373
O -3.317 2.693 -1.247
O -2.036 0.664 -3.325
H -1.922 3.684 0.093
N -0.005 0.043 -1.094
H -1.597 3.324 1.389
*
```

Energy above the lowest of the compared OMol25 structures with the same formula, charge and spin (kcal/mol): 122.84

These are the Löwdin partial charges, in e, on atoms 1 to 2: -0.04 0.00

=====

C3H3N4O | ωB97M-V/def2-TZVPD

ORCA input file:
```
! wB97M-V def2-TZVPD RIJCOSX def2/J DEFGRID3
* xyz 1 3
H -1.135 1.243 1.599
H 0.926 2.179 -1.632
C -0.517 0.864 0.806
N -0.772 -1.486 1.530
N 1.027 1.795 -0.697
N 0.146 1.552 0.043
H -1.188 -1.234 2.413
C -0.403 -0.702 0.649
C 0.188 -1.054 -0.559
O 1.092 -1.733 -2.585
N 0.636 -1.424 -1.568
*
```

Energy above the lowest of the compared OMol25 structures with the same formula, charge and spin (kcal/mol): 38.05

These are the Löwdin partial charges, in e, on atoms 1 to 2: 0.15 0.18

=====

C6H10N2S | ωB97M-V/def2-TZVPD

ORCA input file:
```
! wB97M-V def2-TZVPD RIJCOSX def2/J DEFGRID3
* xyz 0 1
H -1.727 -1.828 0.598
N -0.315 -0.020 -1.177
H 1.928 1.787 -0.499
H -1.280 1.824 1.420
C -1.402 -0.653 -1.140
C 2.342 -1.194 0.165
H 2.048 -2.289 -0.100
H 0.879 2.411 0.873
H 3.376 -1.474 0.615
N -2.253 0.118 0.928
H -3.115 -1.362 -0.333
H 0.351 2.474 -0.792
H -1.897 -0.943 -2.098
C -1.258 0.829 1.050
C 0.816 1.869 -0.119
H 2.509 -0.611 -0.754
C 0.054 0.545 0.077
C -2.191 -1.036 0.010
S 1.134 -0.446 1.277
*
```

Energy above the lowest of the compared OMol25 structures with the same formula, charge and spin (kcal/mol): 37.57

These are the Löwdin partial charges, in e, on atoms 1 to 2: 0.13 0.09

=====

C21H17FN4O2 | ωB97M-V/def2-TZVPD

ORCA input file:
```
! wB97M-V def2-TZVPD RIJCOSX def2/J DEFGRID3
* xyz 0 1
N -2.712 0.775 1.016
C 3.129 0.850 -0.566
H -1.778 2.953 -1.252
C -1.775 1.316 0.248
C 7.259 -1.635 0.707
F 9.372 -1.132 -0.198
N 1.889 -0.382 0.836
N -0.476 0.847 0.323
C -5.835 -0.002 0.603
C -6.711 -0.833 1.291
C -8.115 -3.003 -1.468
C 0.586 1.314 -0.378
H -7.988 -2.925 -2.545
C -7.445 -1.792 0.621
C -2.306 2.347 -0.549
H -5.031 0.473 -1.326
C -5.710 -0.157 -0.769
H -8.122 -2.429 1.171
C 8.053 -0.874 -0.134
C -6.442 -1.123 -1.437
H 3.380 1.590 -1.294
H -9.173 -2.908 -1.232
C 6.177 0.409 -0.845
N -3.835 1.434 0.736
H 5.756 1.200 -1.444
O 0.553 2.213 -1.194
C 1.842 0.599 -0.038
H 8.181 0.715 -1.555
C -3.636 2.383 -0.201
C -5.070 1.061 1.363
C 3.932 -0.066 0.072
H -0.318 0.089 0.975
C -7.321 -1.952 -0.755
H -5.694 1.958 1.460
H -6.819 -0.726 2.361
C 5.353 -0.342 -0.005
C 5.907 -1.364 0.769
H -6.326 -1.230 -2.506
H -7.793 -3.996 -1.154
H 5.266 -1.942 1.416
O 3.167 -0.796 0.910
H -4.832 0.689 2.363
H 7.702 -2.420 1.297
H -4.433 3.013 -0.541
C 7.530 0.145 -0.912
*
```

Energy above the lowest of the compared OMol25 structures with the same formula, charge and spin (kcal/mol): 0.00

These are the Löwdin partial charges, in e, on atoms 1 to 2: 0.15 0.08

=====

C15H33AlBBr3Cl4CsF7N3O7P | ωB97M-V/def2-TZVPD

ORCA input file:
```
! wB97M-V def2-TZVPD RIJCOSX def2/J DEFGRID3
* xyz 0 1
P -1.181 2.754 2.385
C 3.501 -0.612 0.579
H 1.661 -1.148 1.239
C 5.056 2.777 1.353
H -7.231 -2.732 -0.249
C 4.687 0.263 0.968
C -4.937 -0.823 -3.529
H -5.268 1.571 -2.833
H 2.877 2.447 2.842
O 0.244 2.391 2.020
H 5.272 0.358 0.060
H 2.155 -5.957 3.160
H -3.918 -0.769 -0.216
H -4.070 -2.141 -1.310
C 5.434 -0.469 2.084
H 1.534 0.417 3.195
C -4.509 -1.177 -1.039
Cl -7.764 1.265 -0.731
H -4.640 -0.216 -4.387
O 6.478 0.357 4.036
H -3.357 0.063 -2.346
Al 6.021 -6.625 2.794
O -1.281 4.174 2.942
H -7.215 -2.056 -1.878
H 3.932 1.187 3.461
H -5.512 4.016 -4.590
O -5.813 -1.317 -0.545
Cs 1.738 0.560 4.928
Cl -2.714 3.312 -1.991
F 5.282 3.170 2.592
H -6.026 -0.872 -3.521
H 3.917 -1.609 0.415
C -0.159 2.636 -2.700
H -4.720 1.580 -1.261
C -4.403 -0.230 -2.232
F 0.173 -3.875 -1.216
F 6.190 2.433 0.772
H -4.430 3.149 -3.985
N 4.103 1.596 1.362
H 7.308 0.782 2.269
F 0.448 -1.722 -1.980
C 2.132 0.546 2.254
F -1.595 -2.413 -1.191
Cl 2.872 -0.123 -1.009
N -5.179 1.022 -1.979
C -1.211 3.703 -2.851
O -1.755 1.784 3.425
C 2.495 -5.120 2.553
H 1.891 -4.242 2.766
N 2.516 -0.735 1.634
Cl 0.413 2.502 -1.018
C 2.548 -5.465 1.096
H 3.349 -6.158 0.850
Br 4.315 -4.691 3.260
C 6.506 0.281 2.835
H -6.259 0.871 -1.578
H -0.525 1.653 -2.985
F 4.474 3.742 0.679
H -4.542 -1.828 -3.679
H -1.452 3.816 -3.908
H -0.895 4.669 -2.464
H 3.397 1.827 0.631
H 1.463 1.123 1.593
O -5.095 3.152 -4.681
Br -3.002 6.316 -1.624
C 3.306 1.472 2.610
H 4.728 -0.868 2.808
H -5.944 -3.214 -1.383
Br 2.780 -3.903 0.003
B -0.226 -2.529 -1.057
C -6.579 -2.384 -1.051
O -2.149 2.738 1.199
H 1.592 -5.896 0.798
F 0.163 -2.111 0.273
H 0.693 2.884 -3.334
H 5.911 -1.330 1.607
*
```

E (eV): -331238.63945

These are the Löwdin partial charges, in e, on atoms 1 to 2: -0.12 -0.72

=====

C17H12Cl2N3O2S2Ti | ωB97M-V/def2-TZVPD

ORCA input file:
```
! wB97M-V def2-TZVPD RIJCOSX def2/J DEFGRID3
* xyz -1 3
H -1.589 1.779 -0.627
H 1.992 -3.374 1.444
C 1.616 1.431 -0.125
C 0.442 -4.403 0.412
C -0.740 -3.395 -1.315
H -4.854 0.175 2.055
C -2.834 -0.427 2.367
H 0.737 -4.030 2.477
C -2.107 -0.695 4.587
C -0.034 -5.637 -0.026
C 2.589 0.294 0.203
H 1.934 -5.135 1.768
C 1.175 3.720 -0.615
Cl -0.906 -1.084 5.785
C -3.361 -0.329 5.045
C -4.094 -0.061 2.788
C -0.924 -5.626 -1.091
O 3.776 0.571 0.294
C -4.366 -0.007 4.147
H -1.364 -6.562 -1.427
C -0.554 2.082 -0.542
N 0.317 1.116 -0.233
C 2.084 2.724 -0.305
S -1.048 -1.880 -2.105
H 0.254 -6.554 0.468
H -3.541 -0.300 6.111
H -0.912 4.140 -0.987
Cl -2.573 -0.498 0.633
C -1.763 -0.762 3.221
O 2.029 -0.846 0.337
C -0.168 3.395 -0.739
N 0.074 -3.305 -0.242
H 3.144 2.900 -0.196
Ti -0.024 -1.072 0.096
H -5.348 0.277 4.500
H 1.507 4.741 -0.760
C 1.342 -4.237 1.592
S -0.193 -1.222 2.671
N -1.306 -4.533 -1.740
*
```

Energy above the lowest of the compared OMol25 structures with the same formula, charge and spin (kcal/mol): 0.00

These are the Löwdin partial charges, in e, on atoms 1 to 2: 0.08 0.08

=====

C5H12NO | ωB97M-V/def2-TZVPD

ORCA input file:
```
! wB97M-V def2-TZVPD RIJCOSX def2/J DEFGRID3
* xyz 1 1
C 1.208 1.465 0.396
H 1.438 1.804 1.407
H 1.861 -0.977 1.215
C -0.914 0.105 0.398
N -0.009 0.224 -1.286
H 0.773 2.363 -0.156
H -2.016 -1.177 -0.675
H -2.787 -1.153 0.886
O -1.526 1.223 0.633
H 2.199 1.512 -0.211
C 1.419 -1.061 0.166
H -2.458 1.214 0.267
H 0.868 -1.964 0.221
H -1.101 -2.046 0.623
H 0.040 1.102 -1.836
C 0.587 0.177 0.090
H 2.231 -1.089 -0.572
H -0.029 -0.586 -1.966
C -1.784 -1.136 0.400
*
```

Energy above the lowest of the compared OMol25 structures with the same formula, charge and spin (kcal/mol): 41.82

These are the Löwdin partial charges, in e, on atoms 1 to 2: -0.03 0.11

=====

C18H28N6O4 | ωB97M-V/def2-TZVPD

ORCA input file:
```
! wB97M-V def2-TZVPD RIJCOSX def2/J DEFGRID3
* xyz 0 1
C 2.371 1.128 -1.919
O 2.987 -1.367 -1.133
H 2.687 3.558 0.759
H 4.708 1.697 0.399
H 1.638 3.161 -1.565
H 1.870 0.196 -2.174
C -2.194 -0.141 0.124
H 4.499 -3.208 -2.358
H -5.840 -2.321 -1.048
H 0.365 0.167 2.949
N 1.440 1.942 0.155
H -1.423 -2.281 2.565
N -0.938 0.237 0.541
H 2.802 2.050 1.704
H 2.811 1.552 -2.828
H -0.118 -1.640 0.529
C -1.155 -1.355 3.067
C -0.921 1.586 0.507
C 3.635 -0.401 -0.445
H 0.370 1.924 -1.630
O -2.294 -2.517 0.066
O 4.350 -0.614 0.506
H -4.293 2.853 -1.642
H -4.315 -3.108 -1.547
H -4.799 -3.140 0.155
H 3.257 -2.723 0.397
N -2.068 2.104 0.093
H 0.970 -1.476 2.742
C 0.100 -0.667 0.974
C 4.513 -3.267 -1.273
N -4.119 -1.292 -0.531
C 2.685 2.456 0.696
C -2.867 1.042 -0.142
H 0.464 2.335 1.933
H 5.359 -2.697 -0.898
H -4.784 2.939 0.059
H 2.353 -3.269 -1.049
H 1.055 -0.290 0.604
C 0.146 -0.804 2.498
H 0.020 3.466 0.635
O -5.974 -0.141 -1.175
N 3.426 0.833 -0.971
C 0.266 2.416 0.859
C 3.220 -2.706 -0.697
C -2.799 -1.420 -0.089
C 1.384 2.126 -1.283
H 4.140 2.766 -0.906
C -4.824 -0.123 -0.788
H -1.969 -0.645 2.932
C -4.809 2.325 -0.841
N -4.153 1.062 -0.583
H -5.837 2.114 -1.130
C -4.817 -2.547 -0.759
H 4.625 -4.305 -0.973
H -1.051 -1.552 4.131
C 3.845 1.983 -0.202
*
```

Energy above the lowest of the compared OMol25 structures with the same formula, charge and spin (kcal/mol): 6.12

These are the Löwdin partial charges, in e, on atoms 1 to 2: -0.10 -0.02

=====

C21H23N4O8P2Sm | ωB97M-V/def2-TZVPD

ORCA input file:
```
! wB97M-V def2-TZVPD RIJCOSX def2/J DEFGRID3
* xyz 0 6
O -2.360 2.625 -1.587
C 1.401 -3.884 -0.894
C 5.646 -2.831 2.631
P -2.574 1.160 -1.764
P -0.388 0.556 -3.953
C -2.442 4.935 2.852
H -4.654 1.409 -1.274
C 1.331 -2.510 -1.135
O -4.135 0.661 -1.678
H 6.563 -3.392 2.884
N 1.323 -0.127 2.363
H -1.576 2.383 4.981
O -1.798 0.271 -0.742
C 3.483 -1.927 3.146
C -2.390 4.201 4.064
H -4.162 1.457 -4.274
C 3.480 -1.246 1.906
H 2.124 -4.528 -1.443
H -2.079 -1.291 -4.334
O 0.416 0.851 -2.617
C -1.026 3.284 1.684
H 4.624 -3.134 4.490
C -1.763 4.515 1.727
H -2.794 2.585 -4.323
N 0.408 -1.768 -0.547
Sm 0.308 1.078 -0.348
H -3.684 -0.722 -4.247
C -0.340 1.271 2.996
H -2.916 -1.289 -2.850
H -0.332 0.670 3.903
O 2.466 0.378 0.403
O -0.357 2.903 0.624
N 0.474 0.852 2.029
O -0.221 1.825 -4.891
C 4.609 -2.627 3.525
H -1.795 5.111 0.816
O -0.070 -0.748 -4.648
C 2.389 -0.253 1.493
H 6.298 -2.544 0.537
H 4.408 -1.081 -0.026
C 5.557 -2.320 1.324
H 2.023 -2.009 -1.849
C -1.022 2.518 2.896
H -3.061 5.856 2.785
C 4.490 -1.498 0.996
H -1.398 -1.607 0.442
H -2.888 1.310 -5.493
C -3.060 1.526 -4.452
C -0.591 -2.284 0.174
C -1.642 3.047 4.106
H 2.563 -1.925 3.751
H -2.926 4.530 4.956
C -2.241 0.612 -3.519
C 0.414 -4.435 -0.039
C -0.567 -3.639 0.563
H 0.204 1.605 -5.727
H 0.413 -5.515 0.201
N -2.790 -0.815 -3.735
H -1.375 -4.033 1.137
*
```

E (eV): -80980.71038

These are the Löwdin partial charges, in e, on atoms 1 to 2: -0.28 -0.05

=====

C5H9EuO5 | ωB97M-V/def2-TZVPD

ORCA input file:
```
! wB97M-V def2-TZVPD RIJCOSX def2/J DEFGRID3
* xyz 1 8
O -0.871 -0.870 -0.823
H -4.222 -0.968 -0.267
H 0.661 -0.593 2.318
H -3.427 -0.516 -1.786
C 3.216 1.900 0.990
H 1.588 1.204 -1.237
C -3.322 -1.130 -0.878
C 2.035 0.577 -0.457
H -3.297 -2.196 -1.152
C 1.205 0.580 0.833
O 2.090 1.685 1.635
C -2.077 -0.740 -0.103
O 3.974 2.820 1.180
O 3.303 1.122 -0.107
H 2.178 -0.448 -0.817
H -2.190 0.306 0.238
Eu -0.394 -1.966 -2.816
O 1.310 -0.569 1.547
H 0.263 1.141 0.880
H -2.022 -1.341 0.823
*
```

Energy above the lowest of the compared OMol25 structures with the same formula, charge and spin (kcal/mol): 0.00

These are the Löwdin partial charges, in e, on atoms 1 to 2: -0.54 0.09

=====

C32H36Cl2MoN2O2S2Si2 | ωB97M-V/def2-TZVPD

ORCA input file:
```
! wB97M-V def2-TZVPD RIJCOSX def2/J DEFGRID3
* xyz 0 1
C 1.335 2.974 3.781
C -2.189 -2.911 -0.798
H -1.286 4.822 4.884
H 0.655 -1.105 3.692
Mo -0.005 0.308 0.246
C -3.841 0.294 -0.660
H -3.039 1.615 4.258
H 2.347 2.695 4.054
Cl -4.436 -3.554 1.920
C 0.017 -2.266 2.069
Si -0.939 -2.100 -1.903
Si -2.652 0.620 -2.056
H -1.333 2.758 -2.101
C -0.080 -1.895 3.519
H -4.935 0.068 4.746
C 0.784 2.466 2.605
C -3.502 -0.009 -3.599
H -4.140 -7.322 6.014
N -2.305 -3.620 4.062
H -0.812 0.671 3.777
H -6.165 -5.617 2.633
S -1.252 2.170 0.775
C -0.514 2.823 2.252
H 2.035 0.968 -5.115
H 0.927 -3.633 -1.270
H -2.855 0.050 -4.482
C 0.596 3.815 4.599
C -3.311 -4.582 4.160
C -1.652 0.008 3.959
C -0.703 4.170 4.245
H -2.265 3.940 2.782
C -5.362 -5.616 3.358
C -2.900 0.541 4.243
H 1.498 -2.306 -2.303
C -5.294 -6.579 4.351
H -1.831 -3.891 -0.469
H -2.219 -2.489 -4.005
H -0.488 -2.372 -4.349
H 3.370 2.205 -3.397
Cl -1.943 -5.613 6.269
C -4.227 -6.575 5.236
C -3.953 -0.323 4.507
C -2.518 -2.227 4.155
C -3.761 -1.697 4.479
C 0.126 0.403 -2.390
O 0.315 -3.316 1.609
C -3.265 -5.587 5.136
H -3.135 -3.058 -1.333
H -3.035 3.061 -1.793
H -3.341 0.271 0.309
C -4.372 -4.652 3.255
C 0.826 -2.563 -1.476
H -3.851 -1.040 -3.494
C 0.546 0.342 -3.729
H -1.419 -3.932 4.423
C 2.028 1.692 -1.833
H -2.396 -2.316 0.093
H -4.617 1.067 -0.615
S 1.697 1.353 1.585
H 1.196 -2.058 -0.579
H 0.232 -2.775 4.076
O -0.356 -1.196 1.264
H -0.050 -0.199 -4.450
H 2.549 2.195 -1.030
H -6.062 -7.337 4.428
N 0.886 1.066 -1.498
C 2.460 1.686 -3.130
C -1.253 3.676 3.071
C -1.021 -0.229 -1.703
H -4.339 -0.671 -0.810
C -1.227 -2.742 -3.631
C -1.443 -1.365 3.911
H -1.144 -3.835 -3.615
C 1.701 0.993 -4.085
C -2.343 2.440 -2.370
H -4.585 -2.365 4.708
H -2.495 2.658 -3.432
H 1.031 4.192 5.517
H -4.383 0.617 -3.790
*
```

E (eV): -105174.48499

These are the Löwdin partial charges, in e, on atoms 1 to 2: -0.12 -0.19